[1]
9
Properties=species:S:1:pos:R:3:lowdin_charge:R:1 method="wB97M-V/def2-TZVPD" total_charge=0 homo_ev=-10.488 lumo_energy_ev=-2.31 homo_lumo_gap_ev=8.2 e_above_lowest_kj_mol=244.1
C 0.93690 0.97452 0.50345 -0.53
N 1.45772 0.95149 1.81416 0.10
N 1.89604 0.62963 -0.43351 0.05
N 0.35843 2.28544 0.15794 0.09
O 0.68842 0.37985 2.58814 0.06
O 1.86072 -0.47888 -0.86553 0.12
O -0.78710 2.38347 0.46338 0.10
O -0.23836 -0.09431 0.45289 -0.03
H -0.71537 -0.00669 1.26812 0.04



[2]
8
Properties=species:S:1:pos:R:3:lowdin_charge:R:1 method="wB97M-V/def2-TZVPD" total_charge=-1 homo_ev=-4.059 lumo_energy_ev=4.59 homo_lumo_gap_ev=8.6 e_above_lowest_kj_mol=100.1
C 0.46147 -0.19856 0.86843 -0.91
N 1.39300 -0.46986 -2.06667 0.02
N 0.33566 -0.08650 -2.15594 -0.01
N -1.49010 0.82764 0.15694 0.04
N -0.31892 0.44803 -0.12526 -0.10
O 1.07044 -1.17978 0.50772 -0.06
O 0.44189 0.47825 1.88845 -0.04
H -1.89344 0.18078 0.92633 0.06



[3]
8
Properties=species:S:1:pos:R:3:lowdin_charge:R:1 method="wB97M-V/def2-TZVPD" total_charge=-1 homo_ev=-3.564 lumo_energy_ev=3.53 homo_lumo_gap_ev=7.1 e_above_lowest_kj_mol=525.3
C 0.05490 -0.26544 0.08710 -0.50
N 1.57316 -0.84702 0.07593 -0.02
N 0.22024 1.02582 -0.02064 -0.05
N 2.19318 0.21900 0.09670 -0.28
N 1.54438 1.34173 0.09264 -0.17
O -2.32824 -0.57979 0.14254 -0.07
O -0.87780 -1.12411 0.03287 -0.03
H -2.37981 0.22981 -0.50714 0.12



[4]
9
Properties=species:S:1:pos:R:3:lowdin_charge:R:1 method="wB97M-V/def2-TZVPD" total_charge=-1 homo_ev=-3.529 lumo_energy_ev=4.17 homo_lumo_gap_ev=7.7 e_above_lowest_kj_mol=119.1
C 0.01163 1.42166 -0.20780 -0.40
N 0.53514 2.41650 0.09232 0.08
N 1.22872 -1.05232 0.17343 -0.39
N 1.18791 -0.31042 1.04503 0.16
N -0.73887 0.40407 -0.58597 -0.32
O 1.60684 -2.06645 -0.29605 -0.02
O -0.18435 -0.66662 -1.14637 -0.17
O -1.99645 0.13991 0.07956 0.01
H -1.65057 -0.28635 0.84584 0.05